No. 1
The following is a quantum chemistry calculation of a molecular structure, C32H65GeN6OPSi3Zn, from the OMol25 dataset.

Geometry as XYZ:
```
110
Properties=species:S:1:pos:R:3:forces:R:3:lowdin_spin:R:1
Zn 0.16719 0.77494 -0.17456 -0.405 0.309 -0.058 0.1483
C -1.45156 5.46896 0.22314 0.018 -0.059 0.072 0.0001
N -0.59928 4.59842 1.03725 -0.022 0.033 -0.020 0.0005
C -0.20530 4.94390 2.29022 -0.064 0.106 -0.070 -0.0004
C 0.52633 4.11571 3.05903 0.030 -0.030 0.083 0.0007
C 0.86812 2.84735 2.50217 -0.137 -0.151 -0.053 0.0012
N 0.52895 2.52800 1.26013 0.149 0.144 -0.037 0.0187
C -0.24116 3.36649 0.52177 -0.078 -0.117 -0.113 0.0013
O -0.62288 3.01164 -0.59735 0.125 0.207 0.047 0.0005
N 1.52402 1.93756 3.22291 0.089 0.075 -0.069 -0.0001
H -1.42891 6.46969 0.64575 -0.005 -0.001 0.004 0.0000
H -2.47383 5.09433 0.21188 0.000 -0.019 0.004 0.0000
H -1.08050 5.48813 -0.79664 0.038 0.003 -0.007 0.0000
H -0.51936 5.92053 2.63323 -0.011 -0.014 -0.020 0.0000
H 0.81983 4.39329 4.06013 0.001 -0.004 -0.040 0.0001
H 1.74734 2.10122 4.18765 -0.009 0.003 0.015 0.0000
H 1.65454 1.01420 2.84365 -0.048 0.001 0.006 0.0008
C -2.84752 1.19133 3.10539 0.045 0.009 0.024 0.0010
C -3.31415 -0.19392 2.61825 0.046 -0.041 -0.019 0.0041
C -4.82599 -0.32273 2.83146 0.009 0.031 0.059 0.0010
C -2.59554 -1.20895 3.52333 0.000 -0.001 0.021 0.0001
P -2.68768 -0.46577 0.85008 0.344 0.242 0.061 0.0192
N -1.24744 0.13888 0.81109 -0.043 -0.381 -0.154 0.1231
C -3.84154 0.42526 -0.35389 -0.007 0.061 0.035 0.0032
C -5.21066 -0.22625 -0.56484 -0.048 0.057 -0.072 0.0009
C -3.14304 0.58897 -1.71473 -0.110 0.008 -0.007 -0.0004
C -4.05417 1.85707 0.17217 0.005 -0.024 0.000 0.0005
C -2.71632 -2.32007 0.46030 -0.065 0.063 -0.004 0.0038
C -3.96214 -3.08659 0.91717 0.008 -0.037 -0.045 0.0004
C -2.57270 -2.49644 -1.05739 -0.060 -0.037 -0.023 -0.0007
C -1.46415 -2.95754 1.07586 0.027 -0.060 0.043 -0.0018
H -2.91289 1.21201 4.19813 -0.034 0.008 -0.063 0.0000
H -3.46314 2.00479 2.72885 0.006 0.004 -0.049 0.0000
H -1.80844 1.36603 2.81447 -0.066 -0.028 0.013 0.0004
H -5.03064 -0.29951 3.90631 0.012 0.010 -0.022 0.0003
H -5.23396 -1.25464 2.44592 0.005 -0.049 0.001 0.0000
H -5.37916 0.50307 2.38495 0.012 -0.034 -0.004 0.0000
H -2.75937 -0.91843 4.56490 0.003 -0.021 -0.037 0.0002
H -1.51945 -1.21270 3.33679 -0.047 0.020 0.021 -0.0001
H -2.97930 -2.22022 3.40922 0.029 0.000 -0.001 0.0000
H -5.14506 -1.17742 -1.09045 -0.002 0.003 0.007 0.0000
H -5.81805 0.44064 -1.18479 -0.002 -0.027 0.010 0.0003
H -5.75077 -0.38538 0.36630 -0.001 0.004 -0.003 0.0000
H -3.09240 -0.33440 -2.28692 0.005 0.022 0.017 0.0000
H -2.14089 0.99485 -1.59326 -0.026 0.059 0.061 -0.0003
H -3.71630 1.30694 -2.30920 -0.001 -0.041 0.008 0.0001
H -4.72672 1.89091 1.02652 0.012 -0.001 0.014 0.0000
H -4.50981 2.45267 -0.62438 0.002 -0.022 0.032 0.0000
H -3.10515 2.32309 0.44333 0.002 -0.015 -0.034 0.0004
H -4.88546 -2.67809 0.50867 0.012 0.002 -0.001 0.0000
H -4.05303 -3.12525 2.00034 -0.018 0.006 -0.003 0.0000
H -3.87956 -4.11984 0.56520 -0.005 0.027 0.011 0.0001
H -3.47436 -2.22861 -1.60410 0.025 -0.010 0.008 0.0000
H -2.36461 -3.54915 -1.26697 -0.008 0.033 -0.006 0.0001
H -1.73793 -1.90934 -1.44366 -0.028 -0.010 0.033 -0.0007
H -1.57117 -3.16881 2.13701 -0.003 0.019 0.012 0.0000
H -0.59816 -2.30924 0.94102 0.021 0.015 -0.030 -0.0015
H -1.27022 -3.90866 0.57140 -0.011 0.012 0.034 0.0000
C 1.90964 -1.34350 3.14603 -0.149 0.039 0.151 -0.0011
Si 2.69306 -2.06483 1.60824 -0.177 0.012 -0.044 0.0506
C 1.89499 -3.71424 1.20953 -0.029 -0.112 -0.047 0.0011
C 4.49978 -2.38354 1.95534 0.176 0.009 -0.007 0.0213
Ge 2.41594 -0.60493 -0.29376 0.610 -0.276 0.117 0.3650
Si 2.54794 -2.07793 -2.18346 -0.140 0.023 -0.037 0.0440
C 1.06795 -3.22660 -2.27765 -0.088 -0.065 -0.020 -0.0001
C 2.74081 -1.14175 -3.80311 0.045 0.139 -0.087 -0.0009
C 4.08138 -3.12190 -1.93948 0.157 -0.028 0.042 0.0233
Si 4.19508 1.02082 -0.51035 -0.073 0.121 -0.021 0.0659
C 3.89838 2.56728 0.49626 -0.095 0.109 0.083 -0.0008
C 4.48325 1.54231 -2.28628 -0.097 -0.059 -0.169 0.0026
C 5.79358 0.23808 0.06301 0.086 -0.124 0.029 0.0302
H 1.84867 -2.11092 3.92448 0.011 0.054 -0.030 -0.0003
H 0.88982 -0.99232 2.94590 0.067 -0.018 0.020 -0.0005
H 2.51374 -0.52556 3.55353 -0.007 -0.138 0.005 0.0000
H 1.32236 -4.08228 2.06557 0.040 0.004 -0.033 0.0002
H 2.66664 -4.45461 0.97894 -0.047 0.025 0.010 -0.0001
H 1.21933 -3.65925 0.35852 -0.022 -0.023 0.112 0.0001
H 4.56617 -3.24826 2.62475 0.013 0.058 -0.021 0.0035
H 4.98938 -1.53947 2.44372 -0.002 -0.034 -0.020 0.0000
H 5.05744 -2.62296 1.04677 -0.013 -0.013 0.064 0.0004
H 0.13153 -2.76224 -1.96246 0.046 -0.012 -0.030 0.0001
H 1.22410 -4.09822 -1.63716 -0.017 0.030 -0.113 0.0001
H 0.94074 -3.58442 -3.30399 -0.010 -0.002 0.046 -0.0002
H 2.19018 -1.65388 -4.59834 0.057 0.024 0.017 -0.0001
H 3.79510 -1.11601 -4.09223 -0.053 0.000 0.003 -0.0001
H 2.39159 -0.10756 -3.75812 0.121 -0.142 -0.016 0.0000
H 3.98039 -3.81324 -1.09907 0.011 0.039 -0.044 0.0000
H 4.97344 -2.50946 -1.77591 -0.048 -0.058 -0.031 0.0005
H 4.24674 -3.71279 -2.84724 0.010 0.001 0.077 0.0036
H 2.97087 3.07053 0.20807 0.071 -0.009 0.022 0.0001
H 4.72846 3.26163 0.33207 -0.035 -0.020 0.029 -0.0003
H 3.84495 2.35201 1.56657 -0.015 0.021 -0.038 0.0001
H 3.58046 1.85765 -2.81471 0.126 -0.018 0.051 -0.0001
H 4.93412 0.72800 -2.86006 -0.026 0.066 0.010 0.0001
H 5.18601 2.38194 -2.28496 -0.013 -0.049 -0.019 0.0006
H 5.85004 0.13623 1.14767 -0.004 0.008 -0.048 0.0000
H 6.61491 0.88609 -0.26207 -0.023 -0.044 0.039 0.0048
H 5.95340 -0.74926 -0.37818 0.024 0.075 0.030 0.0006
N -1.25363 -1.46964 -6.06866 0.038 0.064 0.088 0.0000
C -0.77740 -0.66386 -5.40233 0.056 0.090 0.029 0.0002
C -0.16315 0.33586 -4.56427 -0.118 -0.116 -0.105 0.0008
C 0.45899 1.45743 -5.09730 -0.025 0.038 -0.086 0.0011
C 1.05145 2.35852 -4.22988 -0.007 0.012 -0.040 0.0007
C 0.99777 2.11393 -2.86995 -0.050 -0.087 0.032 0.0053
N 0.39981 1.03292 -2.35770 -0.045 0.071 0.150 0.0465
C -0.16820 0.16348 -3.18795 -0.029 -0.005 0.097 0.0051
H 0.47798 1.61143 -6.16838 0.007 0.003 0.027 0.0001
H 1.54817 3.24409 -4.60105 -0.001 -0.019 0.010 0.0001
H 1.44356 2.80023 -2.16154 -0.064 -0.018 0.001 0.0005
H -0.65226 -0.69799 -2.74761 0.035 -0.009 0.024 -0.0001
```
Forces are in eV/Å.

Values from the calculation:
Total charge: +1
LUMO energy (spin up / spin down), eV: -2.61 / -4.50
Multiplicity: 2
HOMO-LUMO gap (spin up / spin down), eV: 7.4 / 5.4
Electronic energy, eV: -183081.5186
Energy above the lowest of the compared OMol25 structures with the same formula, charge and spin, eV: 0.1490


No. 2
The following is a quantum chemistry calculation of 4 unconnected molecules or ions with the total composition C32H66BFIN6O13S3, from the OMol25 dataset.

Geometry as XYZ:
```
123
Properties=species:S:1:pos:R:3:forces:R:3:lowdin_charge:R:1
C -3.88756 4.05742 -3.63414 0.189 -0.195 -0.604 -0.1184
N -2.64165 3.44185 -3.05352 -0.681 -0.623 0.204 -0.1074
C -2.47927 2.05339 -3.59444 -1.539 0.437 0.276 -0.1507
N -1.01936 1.65930 -3.71585 0.808 -0.135 0.926 0.0347
C -0.54762 1.49803 -5.12445 -0.535 -0.717 -1.785 -0.1055
C -0.78220 2.76340 -6.07348 0.790 0.308 -0.615 -0.1440
C 0.40980 3.83098 -6.10225 -0.860 1.418 -1.338 -0.2490
N 0.25972 4.88403 -5.02412 0.317 -1.220 -0.154 -0.0194
C -0.24448 1.47702 -2.63329 -0.220 0.066 -0.347 -0.1250
N -0.90244 1.69080 -1.34251 2.000 -2.112 -0.227 -0.0171
C -1.67379 0.50136 -0.85021 -2.445 -1.283 -1.892 -0.1360
C -3.16440 0.90029 -0.32573 0.965 -0.971 0.907 -0.1108
F -4.18740 0.18134 -1.06627 1.751 1.480 0.866 -0.0998
C 0.07302 2.00324 -0.23492 0.287 0.518 0.399 -0.1124
B 0.36596 3.59933 -0.18062 0.887 1.970 0.507 -0.4646
O 0.24194 4.47060 -1.31972 -0.747 -1.698 1.840 0.0937
O 0.77117 4.20327 1.09125 -2.560 -1.240 -1.674 0.0733
C 1.37268 1.05046 -0.20320 -0.310 -1.323 0.668 -0.2253
N 2.53124 1.61603 0.55828 -1.299 -0.412 -0.663 0.0619
C 1.76645 0.42789 -1.64321 1.020 -2.101 0.445 -0.2757
C 1.27377 -1.11631 -1.82407 0.331 -0.554 -0.148 -0.1102
C 1.91976 -2.14363 -0.77891 -0.018 -0.658 0.676 -0.2780
C 3.01138 -3.13972 -1.42316 0.785 1.673 -0.609 -0.6576
I 2.94049 -5.16530 -0.62088 -0.023 0.841 -0.347 0.7520
C 3.38904 0.31828 -1.68929 0.409 0.816 0.928 -0.1164
O 3.87209 -0.43214 -2.83144 -2.529 0.671 0.484 -0.1982
O 5.21359 -0.16864 -2.89677 2.244 0.450 -0.433 -0.0275
N 1.19084 1.14967 -2.81256 -2.245 1.859 1.004 0.0283
C 1.87996 2.43924 -3.13647 0.861 1.216 -0.336 -0.1292
C 2.98845 2.36761 -4.26905 3.189 0.765 -2.637 -0.1236
C 3.16998 1.27079 -5.33534 1.159 1.427 0.264 -0.0611
C 4.26821 1.23726 -6.43018 -0.469 3.122 2.792 -0.0604
C 5.24899 2.43060 -6.49310 -3.000 -0.559 2.649 -0.0552
C 5.10846 3.58745 -5.43549 -1.973 -2.846 -0.578 -0.0186
C 3.99691 3.57747 -4.33682 0.950 -2.039 -2.098 -0.1583
C 3.92902 4.83139 -3.33833 -1.219 -0.336 -1.521 -0.0766
H -3.61262 4.36098 -4.71571 -0.825 -0.519 1.626 0.0874
H -4.19931 5.01029 -3.07118 0.521 -1.658 -0.755 0.1027
H -4.70177 3.24383 -3.60733 0.672 1.635 -0.278 0.0972
H -2.79024 3.39228 -2.03216 0.392 -0.104 -0.830 0.0749
H -2.99782 2.06836 -4.62654 1.458 -0.271 1.469 0.1406
H -3.08064 1.26748 -2.99210 1.251 1.106 -0.843 0.1337
H -1.18453 0.63708 -5.56793 0.947 1.305 0.822 0.1488
H 0.53395 1.17192 -5.24244 -1.456 0.545 0.739 0.1018
H -0.86536 2.34783 -7.15065 0.151 0.522 1.804 0.1332
H -1.75152 3.33951 -5.89441 1.209 -0.946 -0.014 0.0967
H 0.28506 4.41719 -7.09671 0.231 -1.331 1.160 0.1188
H 1.45671 3.38178 -6.14245 -1.494 0.447 0.443 0.1002
H 0.91870 5.65796 -5.17963 -0.709 -0.457 0.019 0.0746
H -0.71622 5.21070 -4.97296 0.896 -0.047 -0.166 0.0638
H -1.13130 -0.15376 -0.09298 -0.550 1.167 -0.945 0.1320
H -1.86483 -0.17119 -1.77274 0.154 0.820 1.565 0.1345
H -3.22412 0.51823 0.74987 -0.291 0.657 -1.483 0.1296
H -3.31100 2.03171 -0.33969 -0.137 -1.614 -0.297 0.1210
H -0.50384 1.76678 0.74336 0.927 0.524 -1.498 0.1706
H -0.55301 5.02853 -1.16976 0.937 -0.009 -0.294 0.1209
H -0.05822 4.12822 1.64415 1.404 0.089 -0.101 0.1064
H 1.05076 0.12957 0.42467 0.577 1.426 -1.031 0.1488
H 3.00945 2.37095 0.05438 -0.478 -0.151 0.593 0.0818
H 2.16018 1.91362 1.46962 0.619 0.222 -0.606 0.0969
H 0.14191 -1.23954 -1.77825 1.372 0.495 -0.014 0.1001
H 1.58038 -1.48404 -2.87821 -0.468 0.939 1.606 0.1278
H 1.09646 -2.79251 -0.30827 1.122 1.040 -0.767 0.0891
H 2.42759 -1.60101 0.10447 -0.864 -0.793 -1.368 0.1141
H 2.94232 -3.17156 -2.57453 -0.078 -0.218 1.955 0.0623
H 4.06893 -2.74087 -1.18775 -1.712 -0.818 -0.386 0.0566
H 3.81012 -0.20683 -0.74860 -1.117 0.906 -1.355 0.1432
H 3.89433 1.36043 -1.67097 -0.874 -1.614 -0.329 0.1349
H 5.34074 0.47268 -3.63692 -0.541 -0.417 0.408 0.1100
H 1.06466 3.21549 -3.37510 1.425 -0.853 -0.010 0.1124
H 2.40198 2.83881 -2.18215 -0.852 -0.587 -1.497 0.1260
H 2.44041 0.38024 -5.29908 1.372 1.473 0.003 0.0954
H 4.28830 0.32807 -7.12976 0.109 1.741 1.137 0.1014
H 6.03346 2.42682 -7.31441 -1.069 0.249 1.385 0.0906
H 5.85920 4.45258 -5.55977 -1.503 -1.430 0.529 0.1036
H 4.19664 5.75580 -3.97825 -0.101 -1.442 1.327 0.0919
H 2.80979 4.97313 -3.07900 1.877 -0.161 -0.045 0.0714
H 4.57661 4.72772 -2.40723 -0.855 0.147 -1.324 0.0888
O -2.68265 6.31029 3.28538 0.052 -0.805 -0.002 -0.2837
S -2.34401 5.31609 4.27049 -0.252 0.405 1.102 0.5983
O -1.96352 3.97486 3.89938 -0.140 0.508 -0.466 -0.3034
O -3.52752 5.23717 5.36682 1.071 0.224 -0.383 -0.2586
C -4.86394 5.01481 4.91475 -0.983 -0.365 -0.348 -0.2627
C -5.09777 3.55979 4.55455 0.189 -0.196 -0.175 -0.0752
C -1.09694 5.97628 5.33921 -0.079 -0.031 0.113 -0.1143
H -5.10310 5.67409 4.07526 0.203 0.020 0.063 0.1167
H -5.52597 5.29029 5.73897 0.364 0.119 0.055 0.1272
H -4.51970 3.27554 3.67208 -0.062 0.031 0.051 0.0626
H -6.15331 3.38108 4.33860 0.047 0.085 0.077 0.0835
H -4.78518 2.90381 5.37075 -0.102 0.098 -0.023 0.0885
H -1.40161 6.97013 5.66447 -0.031 -0.104 -0.060 0.0797
H -0.16701 6.03439 4.77325 -0.131 -0.048 -0.069 0.0770
H -0.97334 5.30816 6.19105 -0.050 0.025 -0.098 0.0796
O -1.76964 -7.35149 3.35676 0.286 -0.745 -0.295 -0.2932
S -1.64580 -8.57470 2.60514 -0.036 -0.290 -0.716 0.6158
O -1.15733 -9.78808 3.20410 -0.150 0.817 0.035 -0.2714
O -0.79857 -8.27912 1.26027 -0.909 -0.133 0.434 -0.2618
C 0.48568 -7.66836 1.38616 1.023 0.205 0.131 -0.2876
C 1.53608 -8.66735 1.83371 -0.027 -0.207 0.264 -0.0701
C -3.19457 -8.92063 1.82020 0.038 0.049 -0.158 -0.1191
H 0.44257 -6.80946 2.06266 -0.175 -0.093 -0.002 0.1151
H 0.75387 -7.28659 0.39742 -0.399 -0.090 0.024 0.0705
H 1.35132 -8.99979 2.85764 0.039 0.047 -0.080 0.0734
H 2.53259 -8.22097 1.79838 -0.078 0.033 -0.056 0.0767
H 1.52097 -9.55599 1.19778 0.026 0.138 -0.017 0.0887
H -3.54626 -8.01869 1.32084 0.075 -0.064 0.052 0.0736
H -3.90148 -9.22257 2.59301 0.165 0.034 0.044 0.0786
H -3.05418 -9.73177 1.10644 0.042 0.066 0.088 0.0768
O -1.91799 -4.64656 9.36790 0.514 0.126 -0.469 -0.2836
S -0.59843 -4.99687 8.91077 0.206 -0.672 -0.082 0.6019
O 0.23209 -4.06118 8.19806 -0.624 -0.165 0.312 -0.2885
O -0.68446 -6.36915 8.06064 0.289 0.491 0.930 -0.2648
C -1.59791 -6.43611 6.96468 -0.493 0.067 -0.962 -0.2593
C -1.06309 -5.71092 5.74540 0.035 0.516 0.050 -0.0842
C 0.32588 -5.64120 10.27648 0.014 -0.154 -0.038 -0.1238
H -2.57969 -6.05085 7.25537 0.145 0.037 0.157 0.1171
H -1.72576 -7.49438 6.72396 0.182 0.044 0.307 0.1250
H -1.01166 -4.63336 5.92059 0.011 -0.077 0.075 0.0711
H -1.70632 -5.88166 4.88356 0.089 -0.042 0.222 0.0450
H -0.05121 -6.04835 5.50696 -0.135 -0.085 -0.017 0.0881
H -0.27823 -6.38787 10.79027 0.022 0.071 -0.090 0.0750
H 0.55177 -4.81314 10.94829 -0.091 0.028 -0.144 0.0762
H 1.25027 -6.07893 9.90095 -0.100 0.056 -0.017 0.0748
```
Forces are in eV/Å.

Values from the calculation:
Total charge: +1
LUMO energy, eV: -3.03
Multiplicity: 1
HOMO-LUMO gap, eV: 8.0
Electronic energy, eV: -113796.8249
Energy above the lowest of the compared OMol25 structures with the same formula, charge and spin, eV: 0.0000